Record 1
# C16H31B2F9O12SZr

A structure of composition C16H31B2F9O12SZr at a distorted geometry (ωB97M-V with the def2-TZVPD basis set, the Open Molecules 2025 dataset).

**E**: -2924.8895 a.u.
**Frontier orbital gap**: 9.1508 eV

Geometry as XYZ:
```
72
C16H31B2F9O12SZr (ωB97M-V with the def2-TZVPD basis set)
Zr 0.334 -1.138 -0.718
B -1.074 0.592 -0.138
H -1.560 -0.469 -0.209
H -0.118 0.450 0.521
H -0.700 0.878 -1.208
H -1.855 1.367 0.321
B 1.675 -0.102 -2.195
H 2.238 0.459 -3.087
H 0.677 -0.580 -2.569
H 2.313 -0.947 -1.707
H 1.353 0.580 -1.311
O 1.713 -2.743 -0.313
C 1.217 -4.045 -0.494
C -0.322 -4.082 -0.830
O -0.930 -2.827 -0.912
H 1.384 -4.720 0.353
H 1.728 -4.429 -1.389
H -0.785 -4.657 -0.012
H -0.387 -4.655 -1.762
C 1.824 -3.672 3.054
C 0.338 -3.912 2.957
O -0.447 -2.871 3.576
C -0.825 -1.885 2.838
O -0.468 -1.653 1.716
C -1.883 -0.992 3.527
F -1.396 0.232 3.703
F -2.966 -0.915 2.738
F -2.266 -1.473 4.712
H 2.327 -4.472 2.506
H 2.157 -3.754 4.088
H 2.119 -2.737 2.587
H 0.056 -4.811 3.508
H -0.001 -4.089 1.937
C 4.272 3.365 -0.048
C 3.420 2.132 -0.019
O 3.338 1.691 1.349
C 2.667 0.618 1.595
O 2.143 -0.113 0.798
C 2.609 0.344 3.107
F 3.240 -0.815 3.350
F 3.146 1.301 3.834
F 1.331 0.175 3.467
H 4.357 3.687 -1.090
H 5.248 3.200 0.402
H 3.793 4.222 0.429
H 3.817 1.323 -0.626
H 2.419 2.385 -0.363
C -0.546 2.309 -5.364
C -1.180 1.543 -4.239
O -1.810 0.383 -4.808
C -1.976 -0.668 -4.035
O -1.613 -0.809 -2.912
C -2.745 -1.788 -4.772
F -4.056 -1.653 -4.513
F -2.572 -1.723 -6.102
F -2.349 -2.976 -4.347
H 0.104 1.675 -5.967
H 0.036 3.144 -4.980
H -1.324 2.671 -6.039
H -1.941 2.152 -3.750
H -0.457 1.225 -3.494
C -3.144 3.634 1.094
C -3.639 3.121 2.459
O -2.458 2.878 3.240
S -1.250 3.782 2.762
O -0.030 3.078 2.801
O -1.339 5.078 3.323
O -1.724 3.850 1.235
H -3.580 4.602 0.843
H -3.284 2.963 0.250
H -4.162 2.173 2.414
H -4.226 3.911 2.926
```

Record 2
# C4H7NO2

A cluster of 2 separate species, C4H7NO2 in total at a distorted geometry (ωB97M-V with the def2-TZVPD basis set, the Open Molecules 2025 dataset).

**E**: -361.6407 a.u.
**Frontier orbital gap**: 5.9845 eV
**Energy above the lowest of the compared OMol25 structures with the same formula, charge and spin**: 150.7 kcal/mol

Geometry as XYZ:
```
14
C4H7NO2 (ωB97M-V with the def2-TZVPD basis set)
O 2.038 -1.091 -0.246
C 2.121 -0.008 0.361
N 1.596 1.156 0.024
C -0.562 -0.637 -0.341
C -0.612 0.418 0.633
C -2.039 -0.272 0.125
O -2.739 0.525 -0.447
H 2.647 -0.045 1.328
H 1.176 1.024 -0.902
H -0.146 -1.548 0.055
H -0.452 -0.362 -1.374
H -0.669 1.436 0.284
H -0.110 0.223 1.571
H -2.591 -1.037 0.686
```

Number 1: E_HOMO -8.77 eV. Number 2: E_HOMO -9.05 eV.